Entry 1:
7
Properties=species:S:1:pos:R:3 method="wB97M-V/def2-TZVPD" smiles="B=C.F" de_lowest_ev=1.3530 fmax_ev_per_a=3.29 orbital_gap_ev=9.22
C 0.8448 -0.9412 -0.4637
B -0.0621 -0.7554 0.5510
F -1.4428 2.1955 -0.0878
H 1.5437 -0.1088 -0.3147
H -0.4705 -0.1683 1.3941
H -1.6707 1.3399 0.0582
H 1.2576 -1.5618 -1.1372


Entry 2:
9
Properties=species:S:1:pos:R:3 method="wB97M-V/def2-TZVPD" smiles="CB[N+](=O)[O-]" de_lowest_ev=2.8221 fmax_ev_per_a=4.97 orbital_gap_ev=9.55
H -1.3118 0.7392 0.3634
C -0.5710 0.4234 -0.5264
N -1.2326 -1.0348 1.2264
H 1.0444 -1.1869 0.4468
H 0.1495 1.3029 -0.9801
H -1.1037 0.0410 -1.3936
B 0.0016 -0.5866 0.3438
O -1.8403 0.0271 1.6262
O -1.1570 -2.0751 1.8304


Entry 3:
11
Properties=species:S:1:pos:R:3 method="wB97M-V/def2-TZVPD" de_lowest_ev=2.2004 fmax_ev_per_a=9.14 orbital_gap_ev=7.35 total_charge=+1
N -0.3399 1.1107 0.3511
H 0.1394 1.2540 -1.7377
C 0.7120 -1.8943 0.5642
H 1.0943 0.2932 -0.7931
H 0.5485 -3.0473 2.1613
N 0.3773 -2.1912 1.5999
H 1.4062 1.9036 -0.8800
Br -1.7868 2.0700 0.5186
N 0.5366 1.2237 -0.7614
O 0.9616 -1.3743 -0.4242
Br -3.6491 0.6520 -0.5988


Entry 4:
8
Properties=species:S:1:pos:R:3 method="wB97M-V/def2-TZVPD" de_lowest_ev=6.6901 fmax_ev_per_a=2.92 orbital_gap_ev=7.75
H -0.7237 2.2038 -1.3261
Br 1.5697 -2.3948 -1.4389
H -1.7212 0.6355 -0.1372
Br -0.1765 -2.5782 1.0899
H 0.6262 0.5267 0.0138
H -0.3243 2.0284 1.4846
Si -0.5566 1.4751 0.0937
C 1.3063 -1.8965 0.2201